The following is a quantum chemistry calculation of a molecular structure, C4H6S2 at a distorted geometry, from OMol25.

As for the total charge: 0. The calculation puts the HOMO-LUMO gap (alpha / beta) at 7.390 / 7.392 eV.

```
12
Properties=species:S:1:pos:R:3:forces:R:3
C -0.927 0.497 1.235 -1.43 1.60 -1.34
C -0.993 1.425 -0.840 0.51 1.18 1.17
C -0.220 0.482 -0.073 1.21 1.89 -0.25
C 0.857 -0.455 -0.417 1.93 -1.53 1.66
S -2.179 1.791 0.513 0.90 -1.32 0.50
S 0.473 2.665 -0.951 -1.13 -2.37 0.96
H -1.326 -0.491 1.307 -0.71 -0.72 0.34
H -0.558 0.836 2.167 0.94 0.17 0.64
H -1.460 1.234 -1.744 -0.46 -0.41 -1.88
H 1.241 -0.352 -1.431 -0.40 -0.15 -0.06
H 0.587 -1.593 -0.146 0.47 2.55 -0.62
H 1.784 -0.151 0.254 -1.84 -0.88 -1.12
```
Forces are in eV/Å.